50
Properties=species:S:1:pos:R:3:lowdin_charge:R:1 method="wB97M-V/def2-TZVPD" total_charge=-1 energy_ha=-2461.3658 spin_multiplicity=1
Cl 2.87193 4.38565 -2.54552 0.45
B 1.25549 3.43107 -2.68837 -1.85
Cl -0.06475 4.15771 -1.56712 0.52
Cl 0.63569 3.43126 -4.47240 0.44
O 1.55722 2.08195 -2.26066 -0.05
C 0.92926 0.97580 -2.10601 0.04
C 1.48779 -0.19391 -2.73026 -0.15
C 0.67239 -1.26996 -3.14338 -0.01
C 1.25880 -2.41896 -3.65229 -0.07
C 2.65482 -2.52802 -3.75530 -0.06
C 3.46521 -1.42418 -3.43929 -0.06
C 2.88638 -0.25216 -2.96725 0.02
H -0.01358 0.94946 -1.54422 0.14
H -0.40192 -1.13708 -3.06589 0.12
H 0.63711 -3.26171 -3.94355 0.10
H 3.12589 -3.48934 -3.97746 0.11
H 4.55520 -1.47648 -3.52936 0.11
H 3.48883 0.63529 -2.76269 0.13
C -0.29720 -2.82133 0.99422 -0.09
C -0.17245 -2.14387 2.36823 -0.23
N 0.83934 -1.10318 2.51337 -0.08
C 2.02120 -1.49823 3.30196 -0.23
C 1.77735 -1.59686 4.80401 -0.10
C 0.86338 0.06417 1.73494 -0.45
C -0.40864 0.43073 1.11695 -0.06
C -1.06391 1.66656 1.40568 -0.44
C -2.41899 1.89298 0.75367 -0.15
C -3.30267 0.81935 0.65270 -0.05
C -4.62644 1.01279 0.22934 -0.10
C -5.06271 2.29307 -0.12728 -0.12
C -4.15395 3.36140 -0.08728 -0.10
C -2.84275 3.16404 0.33339 -0.05
O -0.62491 2.50358 2.22986 -0.03
O 1.92331 0.69886 1.61096 0.02
H -1.01240 -3.64499 1.10656 0.07
H -0.65606 -2.17805 0.18218 0.05
H 0.65986 -3.27194 0.69417 0.07
H -1.13883 -1.71896 2.68928 0.12
H 0.10712 -2.92778 3.08652 0.10
H 2.29451 -2.50030 2.93915 0.11
H 2.85167 -0.80679 3.11334 0.11
H 2.71711 -1.75492 5.34614 0.07
H 1.32063 -0.67443 5.17701 0.08
H 1.11931 -2.43530 5.05076 0.06
H -0.78247 -0.22412 0.30625 0.06
H -2.91549 -0.16493 0.91939 0.10
H -5.30946 0.16418 0.20030 0.09
H -6.09941 2.46202 -0.42916 0.09
H -4.48408 4.35574 -0.38046 0.09
H -2.12377 3.98013 0.31485 0.08